Entry 1:
The molecule C5H9NO. Source: the OMol25 dataset; level of theory: ωB97M-V/def2-TZVPD.

Summary:
Relative energy (zero: lowest compared OMol25 entry of this formula, charge and spin) ... 57.9 kcal per mole
Frontier orbital gap ... 10.06 eV
Largest force on an atom ... 1.1 eV Å⁻¹
HOMO energy ... -9.1 eV
SMILES ... C[C@H]1CN(C)C1=O

Structure (XYZ):
```
16
Properties=species:S:1:pos:R:3:forces:R:3
C -0.956855 0.379602 -1.215823 0.363 -0.299 -0.702
C -0.275978 -1.072294 -0.825677 -0.420 0.525 -0.212
C 1.102001 -0.827331 -0.207278 0.069 0.087 -0.170
N 0.414162 -0.328888 1.000880 -0.196 -0.005 0.169
C 0.665428 1.059590 1.355309 -0.032 0.004 0.265
C -0.840064 -0.877227 0.526766 -0.056 -0.278 1.076
O -1.950920 -1.012236 0.965548 0.737 0.156 0.656
H -1.334790 0.980522 -0.354351 0.511 -0.812 -0.418
H -1.854076 0.267347 -1.822374 0.285 -0.261 -0.299
H -0.212810 1.020630 -1.679105 -0.022 -0.071 -0.518
H -0.417817 -2.022138 -1.373987 -0.509 0.987 -0.237
H 1.692481 -1.721713 0.034028 -0.273 0.086 -0.282
H 1.749572 -0.122708 -0.742732 -0.185 0.139 0.272
H 0.838118 1.689544 0.460404 -0.174 -0.277 0.266
H -0.185328 1.459374 1.907101 0.071 -0.017 0.080
H 1.566876 1.127927 1.971291 -0.171 0.036 0.053
```
Positions in Å, forces in eV/Å.

These are the Mulliken partial charges, in e, on atoms 1 to 4: atom 1 (C): -1.19, atom 2 (C): 0.21, atom 3 (C): -0.66, atom 4 (N): -0.03


Entry 2:
The molecule C5H9NO. Source: the OMol25 dataset; level of theory: ωB97M-V/def2-TZVPD.

Summary:
Relative energy (zero: lowest compared OMol25 entry of this formula, charge and spin) ... 79.9 kcal per mole
Frontier orbital gap ... 9.30 eV
Largest force on an atom ... 2.8 eV Å⁻¹
HOMO energy ... -8.3 eV
SMILES ... C[C@@H]1[C@H]2OC[C@@]12N

Structure (XYZ):
```
16
Properties=species:S:1:pos:R:3:forces:R:3
C 1.671024 -0.063251 -1.187891 -0.196 0.122 -0.598
C 0.882639 -0.392825 0.033351 -0.957 -1.501 2.171
C -0.470823 -1.177362 -0.065133 0.463 0.964 -0.501
O -1.152215 -1.560674 1.137734 0.590 -0.773 0.048
C -1.212109 -0.194525 1.585245 1.187 -0.085 0.161
C -0.428652 0.256121 0.360406 -1.187 1.418 -2.138
N -0.965561 1.312933 -0.502620 0.439 0.353 0.465
H 2.231717 0.865598 -1.040614 -0.060 -0.064 -0.049
H 2.394353 -0.858433 -1.395452 -0.143 0.116 0.034
H 1.036598 0.057100 -2.071659 0.084 0.013 0.062
H 1.523201 -0.675376 0.861370 -0.026 0.044 0.258
H -0.817422 -1.515207 -1.032496 -0.135 -0.266 0.153
H -2.240156 0.172477 1.653471 0.108 0.018 -0.237
H -0.697679 -0.061687 2.540298 -0.152 -0.017 0.109
H -1.541504 1.964823 0.027673 0.119 -0.243 -0.059
H -0.213411 1.870288 -0.903684 -0.135 -0.099 0.122
```
Positions in Å, forces in eV/Å.

These are the Mulliken partial charges, in e, on atoms 1 to 4: atom 1 (C): -1.53, atom 2 (C): -0.04, atom 3 (C): -0.41, atom 4 (O): -0.42


Entry 3:
A structure of composition C5H9NO. Source: the OMol25 dataset; level of theory: ωB97M-V/def2-TZVPD.

Summary:
Relative energy (zero: lowest compared OMol25 entry of this formula, charge and spin) ... 147.1 kcal per mole
Frontier orbital gap (spin up / spin down) ... 7.09 / 7.09 eV
Largest force on an atom ... 0.8 eV Å⁻¹
HOMO energy (spin up / spin down) ... -6.5 / -6.5 eV

Structure (XYZ):
```
16
Properties=species:S:1:pos:R:3:forces:R:3
C 0.822602 0.365289 -1.506023 0.053 0.044 -0.119
N 0.286859 -0.005277 -0.213319 -0.052 0.096 0.012
C 0.951838 -0.936143 0.673150 0.163 -0.005 0.133
C -0.362839 -1.233424 0.066370 -0.108 -0.061 -0.116
C -1.578811 -0.756474 0.999546 -0.453 -0.581 0.158
O -2.514633 -1.472172 1.202466 0.419 0.395 -0.093
C -0.639669 1.411710 0.691540 0.109 0.373 -0.053
H 1.400474 1.289917 -1.404026 -0.068 -0.127 -0.001
H -0.002986 0.539656 -2.201864 0.106 -0.028 0.104
H 1.472620 -0.419833 -1.905386 -0.075 0.108 0.044
H 1.856550 -1.412608 0.300007 -0.148 0.077 0.074
H 0.954219 -0.628826 1.721830 0.017 -0.049 -0.153
H -0.491372 -1.965141 -0.725333 0.023 0.104 0.075
H -1.585808 1.644150 0.210303 0.101 -0.120 0.082
H -0.716311 1.497822 1.768641 -0.023 -0.094 -0.153
H 0.147271 2.081355 0.322097 -0.064 -0.132 0.009
```
Positions in Å, forces in eV/Å.

These are the Mulliken partial charges, in e, on atoms 1 to 4: atom 1 (C): -0.98, atom 2 (N): 0.12, atom 3 (C): -0.55, atom 4 (C): -0.04


Entry 4:
A cluster of 2 separate species, C5H9NO in total. Source: the OMol25 dataset; level of theory: ωB97M-V/def2-TZVPD.

Summary:
Relative energy (zero: lowest compared OMol25 entry of this formula, charge and spin) ... 21.9 kcal per mole
Frontier orbital gap ... 9.19 eV
Largest force on an atom ... 1.0 eV Å⁻¹
HOMO energy ... -8.3 eV
SMILES ... Cc1ccc[nH]1.O

Structure (XYZ):
```
16
Properties=species:S:1:pos:R:3:forces:R:3
C -0.366382 1.295475 1.687961 -0.545 0.332 -0.324
C 0.058299 0.901949 0.309985 -0.214 -0.791 0.296
C 1.296162 0.684843 -0.227811 0.205 0.029 -0.027
C 1.134684 0.067008 -1.499203 0.277 -0.492 0.663
C -0.209397 -0.133159 -1.678764 0.060 0.864 -0.543
N -0.847553 0.359456 -0.574586 -0.152 0.595 0.030
H -1.148379 0.621232 2.034308 0.163 -0.297 0.173
H -0.856576 2.272793 1.714729 0.324 0.174 -0.008
H 0.469790 1.275108 2.378204 0.009 0.067 0.064
H 2.236187 0.919050 0.241713 0.031 -0.002 0.098
H 1.961304 -0.357633 -2.043292 -0.142 0.285 -0.511
H -0.766438 -0.243883 -2.593707 -0.024 -0.703 0.043
H -1.841001 0.505881 -0.524953 0.007 -0.102 0.068
O -0.702465 -2.812868 0.430589 -0.119 -0.067 0.153
H -0.152928 -3.402927 -0.096293 0.039 0.264 0.041
H -0.265306 -1.952320 0.441116 0.081 -0.157 -0.215
```
Positions in Å, forces in eV/Å.

These are the Mulliken partial charges, in e, on atoms 1 to 4: atom 1 (C): -1.22, atom 2 (C): 0.24, atom 3 (C): -0.24, atom 4 (C): -0.51


Entry 5:
The molecule C5H9NO. Source: the OMol25 dataset; level of theory: ωB97M-V/def2-TZVPD.

Summary:
Relative energy (zero: lowest compared OMol25 entry of this formula, charge and spin) ... 34.4 kcal per mole
Frontier orbital gap ... 10.69 eV
Largest force on an atom ... 0.5 eV Å⁻¹
HOMO energy ... -9.6 eV
SMILES ... C/C=N/CCC=O

Structure (XYZ):
```
16
Properties=species:S:1:pos:R:3:forces:R:3
C -2.103183 -0.061758 1.631768 0.003 0.050 0.044
C -1.396818 -0.050057 0.312329 0.130 0.168 0.048
N -0.514516 0.820897 0.055913 -0.291 -0.344 0.078
C 0.241194 0.676568 -1.173873 0.083 0.025 -0.170
C 1.696678 0.438430 -0.784986 -0.030 0.005 -0.027
C 1.967155 -0.958167 -0.281050 -0.186 -0.189 -0.029
O 1.166766 -1.863524 -0.293290 0.335 0.377 -0.013
H -1.702722 0.737754 2.259266 -0.113 -0.108 -0.061
H -3.185704 0.064469 1.521219 0.132 -0.035 -0.041
H -1.934085 -1.026719 2.123950 -0.051 0.120 -0.059
H -1.642984 -0.852335 -0.400538 0.095 0.102 0.080
H 0.168657 1.608768 -1.745534 0.017 -0.118 0.103
H -0.120923 -0.148463 -1.807962 0.029 0.116 0.112
H 1.972933 1.139283 0.014258 0.038 -0.087 -0.113
H 2.387616 0.629657 -1.617331 -0.071 -0.061 0.074
H 2.994010 -1.121193 0.113356 -0.120 -0.022 -0.028
```
Positions in Å, forces in eV/Å.

These are the Mulliken partial charges, in e, on atoms 1 to 4: atom 1 (C): -1.02, atom 2 (C): 0.18, atom 3 (N): -0.49, atom 4 (C): -0.46


Entry 6:
The molecule C5H9NO. Source: the OMol25 dataset; level of theory: ωB97M-V/def2-TZVPD.

Summary:
Relative energy (zero: lowest compared OMol25 entry of this formula, charge and spin) ... 124.7 kcal per mole
Frontier orbital gap (spin up / spin down) ... 8.10 / 7.60 eV
Largest force on an atom ... 0.8 eV Å⁻¹
HOMO energy (spin up / spin down) ... -7.7 / -7.4 eV

Structure (XYZ):
```
16
Properties=species:S:1:pos:R:3:forces:R:3
C 0.799291 -0.944862 -0.962200 -0.147 0.269 -0.611
C 0.659611 0.473596 -0.541261 0.110 0.038 0.544
O -0.105184 1.318266 -1.402166 0.022 -0.142 -0.347
C -0.079003 0.620586 0.861454 -0.020 0.120 -0.066
C -1.596652 0.431636 0.758787 -0.089 -0.003 -0.048
C 0.476605 -0.468863 1.704497 0.327 -0.646 -0.398
N 0.935075 -1.467849 1.207965 -0.233 0.454 0.523
H 1.276808 -2.170902 0.566021 -0.006 0.014 -0.004
H 1.722165 -1.191633 -1.490182 -0.075 -0.012 0.204
H -0.084467 -1.362506 -1.452637 0.091 -0.031 0.190
H 1.660582 0.910536 -0.401173 -0.138 -0.053 -0.034
H 0.120891 1.081784 -2.307751 -0.032 0.085 0.094
H 0.130428 1.610370 1.277939 0.003 -0.118 -0.058
H -2.071924 0.526382 1.739177 0.105 -0.010 -0.130
H -1.839851 -0.556042 0.352925 0.051 0.127 0.049
H -2.004375 1.189504 0.088603 0.033 -0.093 0.093
```
Positions in Å, forces in eV/Å.

These are the Mulliken partial charges, in e, on atoms 1 to 4: atom 1 (C): -1.31, atom 2 (C): 0.17, atom 3 (O): -0.54, atom 4 (C): 0.38


Entry 7:
The molecule C5H9NO. Source: the OMol25 dataset; level of theory: ωB97M-V/def2-TZVPD.

Summary:
Relative energy (zero: lowest compared OMol25 entry of this formula, charge and spin) ... 67.0 kcal per mole
Frontier orbital gap ... 10.44 eV
Largest force on an atom ... 0.3 eV Å⁻¹
HOMO energy ... -9.3 eV
SMILES ... C[C@H]1N[C@H]1[C@H]1CO1

Structure (XYZ):
```
16
Properties=species:S:1:pos:R:3:forces:R:3
C 0.676540 -0.367571 -1.823477 -0.011 0.055 -0.016
C 1.124998 -0.866884 -0.467901 -0.007 -0.193 -0.170
N 1.524728 0.043248 0.607245 0.026 0.271 0.018
C 0.265037 -0.681395 0.724748 -0.176 -0.148 0.032
C -1.036015 0.053354 0.561949 0.023 -0.225 -0.003
C -1.448352 1.123259 1.471218 -0.110 0.018 0.258
O -0.950518 1.417827 0.170260 -0.012 0.129 -0.120
H -0.068608 -1.048654 -2.252792 0.143 0.063 0.044
H 1.518314 -0.311988 -2.521168 -0.091 0.002 0.124
H 0.219212 0.623334 -1.757643 0.070 -0.119 0.001
H 1.737102 -1.767159 -0.504204 -0.088 0.115 0.041
H 1.309875 1.004866 0.342786 0.046 -0.094 -0.041
H 0.252592 -1.452655 1.494768 -0.036 0.108 -0.112
H -1.820579 -0.504784 0.045481 0.099 0.095 0.101
H -2.509253 1.326675 1.613493 0.179 -0.019 -0.014
H -0.795074 1.408525 2.295237 -0.056 -0.058 -0.144
```
Positions in Å, forces in eV/Å.

These are the Mulliken partial charges, in e, on atoms 1 to 4: atom 1 (C): -1.20, atom 2 (C): 0.02, atom 3 (N): -0.69, atom 4 (C): -0.23


Entry 8:
The molecule C5H9NO. Source: the OMol25 dataset; level of theory: ωB97M-V/def2-TZVPD.

Summary:
Relative energy (zero: lowest compared OMol25 entry of this formula, charge and spin) ... 42.0 kcal per mole
Frontier orbital gap ... 8.35 eV
Largest force on an atom ... 2.0 eV Å⁻¹
HOMO energy ... -7.3 eV
SMILES ... NC1=CCCCO1

Structure (XYZ):
```
16
Properties=species:S:1:pos:R:3:forces:R:3
N -2.394179 -0.776067 0.311166 0.355 -0.253 -0.210
C -1.099811 -0.469237 0.052837 0.388 0.124 0.287
C -0.323238 -0.167459 1.117505 0.878 -0.553 -0.183
C 0.978316 0.531601 0.965207 0.474 0.061 -0.124
C 1.187139 0.874645 -0.510994 0.083 0.053 -0.150
C 0.682117 -0.266648 -1.385375 0.232 0.087 -0.151
O -0.735771 -0.432973 -1.238613 -0.061 0.396 0.020
H -3.057288 -1.006803 -0.423279 0.113 0.150 0.913
H -2.456614 -0.460437 1.274486 -1.910 -0.443 -0.550
H -0.485736 -0.744910 2.020334 -0.466 0.493 0.214
H 1.799093 -0.099848 1.325604 0.092 0.072 -0.058
H 1.015853 1.453771 1.565963 -0.007 -0.177 -0.124
H 0.632032 1.781692 -0.780360 0.052 -0.113 0.045
H 2.244485 1.061484 -0.724117 -0.112 -0.005 -0.044
H 1.184606 -1.208873 -1.121887 -0.150 0.128 0.001
H 0.828996 -0.069937 -2.448479 0.040 -0.021 0.112
```
Positions in Å, forces in eV/Å.

These are the Mulliken partial charges, in e, on atoms 1 to 4: atom 1 (N): -0.50, atom 2 (C): 0.73, atom 3 (C): -0.82, atom 4 (C): -0.43


DFT total energy for the records above, in order: -8866.7001, -8865.7481, -8862.8317, -8868.2621, -8867.7208, -8863.8057, -8866.3057, -8867.3918 eV